(1)
57
Properties=species:S:1:pos:R:3:lowdin_charge:R:1 method="wB97M-V/def2-TZVPD" gap_ev=9.32 total_charge=+1
C 2.671 2.314 1.237 -0.07
C 1.278 1.794 1.612 -0.22
C 0.121 2.728 1.261 -0.15
N -0.790 2.242 0.133 -0.24
C -1.932 1.413 0.658 -0.16
C -1.514 0.246 1.543 -0.18
C -2.704 -0.674 1.841 -0.18
C -3.146 -1.510 0.643 -0.19
C -2.295 -2.798 0.533 -0.20
C -1.997 -3.202 -0.923 -0.23
C -0.507 -3.392 -1.213 -0.44
S 0.392 -4.399 0.012 1.03
C 1.381 -3.139 0.678 -0.69
N 2.204 -2.391 0.017 0.05
N 2.758 -1.516 0.919 0.07
C 2.240 -1.807 2.061 -0.18
O 1.352 -2.809 1.987 0.06
P -1.623 3.735 -0.588 0.85
O -3.053 3.510 -0.789 -0.34
C -0.011 1.636 -0.980 -0.24
C 1.023 2.379 -1.554 -0.07
C 1.794 1.863 -2.583 -0.03
C 1.557 0.571 -3.046 -0.02
C 0.527 -0.166 -2.477 -0.04
C -0.257 0.350 -1.449 0.00
H 3.395 1.946 1.952 0.08
H 2.707 3.396 1.162 0.08
H 2.978 1.911 0.276 0.07
H 1.125 0.787 1.245 0.08
H 1.263 1.698 2.696 0.12
H -0.514 2.903 2.123 0.13
H 0.508 3.696 0.958 0.09
H -2.522 2.080 1.279 0.13
H -2.587 1.097 -0.143 0.12
H -0.679 -0.326 1.146 0.10
H -1.190 0.649 2.502 0.12
H -3.528 -0.058 2.197 0.12
H -2.404 -1.324 2.659 0.12
H -4.190 -1.774 0.786 0.12
H -3.091 -0.964 -0.298 0.09
H -2.862 -3.599 0.992 0.12
H -1.379 -2.621 1.088 0.07
H -2.518 -4.122 -1.164 0.11
H -2.354 -2.420 -1.589 0.10
H -0.015 -2.430 -1.260 0.03
H -0.383 -3.906 -2.160 0.08
H 2.458 -1.331 2.995 0.14
H -1.373 4.733 0.370 0.05
H -0.958 4.013 -1.786 0.06
H 1.214 3.375 -1.180 0.11
H 2.564 2.491 -2.997 0.12
H 2.182 0.185 -3.832 0.12
H 0.344 -1.167 -2.829 0.11
H -1.030 -0.273 -1.034 0.09
O 4.453 -1.685 -2.240 -0.07
H 5.219 -1.960 -1.728 0.03
H 3.696 -1.982 -1.721 -0.02

=====

(2)
131
Properties=species:S:1:pos:R:3:lowdin_charge:R:1 method="wB97M-V/def2-TZVPD" s2=3.77 gap_ev="6.66 / 6.50" total_charge=+1 multiplicity=4 e_above_lowest_kj_mol=3.1
Ti -0.422 0.701 -0.111 0.71
C 2.555 2.475 5.240 -0.52
C 1.994 1.053 5.337 -0.50
S 1.465 0.230 3.822 0.91
C -0.138 0.991 3.489 -0.49
C -0.137 2.426 2.976 -0.47
S 0.542 2.696 1.332 0.91
C 2.328 2.517 1.578 -0.49
C 2.898 3.497 2.616 -0.49
S 3.820 2.738 3.979 0.90
H 3.032 2.719 6.191 0.07
H 1.770 3.216 5.103 0.06
H 1.169 1.031 6.055 0.08
H 2.768 0.389 5.726 0.07
H -0.745 0.937 4.394 0.07
H -0.610 0.311 2.767 0.06
H 0.386 3.093 3.656 0.06
H -1.160 2.797 2.897 0.03
H 2.742 2.708 0.587 0.09
H 2.540 1.490 1.847 -0.02
H 2.131 4.140 3.048 0.06
H 3.613 4.163 2.135 0.07
O 1.598 -0.087 0.344 -0.40
P 2.850 -0.937 0.264 0.80
C 2.580 -2.679 0.631 -0.28
P 1.297 -3.532 -0.325 0.73
O 0.056 -2.711 -0.353 -0.28
C 1.118 -5.123 0.474 -0.27
C 0.710 -5.152 1.813 -0.07
C 0.490 -6.363 2.445 -0.07
C 0.669 -7.552 1.748 -0.06
C 1.059 -7.532 0.418 -0.06
C 1.281 -6.319 -0.221 -0.06
C 1.973 -3.815 -1.955 -0.29
C 3.225 -4.398 -2.160 -0.10
C 3.707 -4.569 -3.447 -0.07
C 2.944 -4.155 -4.533 -0.06
C 1.696 -3.582 -4.336 -0.05
C 1.208 -3.413 -3.046 -0.05
C 4.131 -0.422 1.410 -0.29
C 4.275 -0.988 2.677 -0.11
C 5.314 -0.589 3.504 -0.08
C 6.215 0.375 3.075 -0.09
C 6.075 0.952 1.820 -0.07
C 5.039 0.555 0.991 -0.08
C 3.607 -0.842 -1.354 -0.29
C 4.755 -1.575 -1.661 -0.09
C 5.333 -1.453 -2.911 -0.06
C 4.772 -0.598 -3.858 -0.05
C 3.643 0.143 -3.551 -0.04
C 3.061 0.023 -2.293 -0.05
H 2.257 -2.724 1.676 0.07
H 3.531 -3.211 0.542 0.09
H 0.533 -4.230 2.354 0.11
H 0.171 -6.383 3.478 0.11
H 0.492 -8.498 2.243 0.11
H 1.185 -8.459 -0.125 0.11
H 1.576 -6.310 -1.261 0.10
H 3.821 -4.733 -1.318 0.12
H 4.676 -5.023 -3.605 0.11
H 3.324 -4.286 -5.538 0.11
H 1.101 -3.269 -5.184 0.11
H 0.230 -2.976 -2.877 0.10
H 3.582 -1.738 3.035 0.09
H 5.422 -1.037 4.483 0.11
H 7.028 0.678 3.721 0.12
H 6.776 1.704 1.484 0.11
H 4.947 0.999 0.008 0.12
H 5.208 -2.230 -0.925 0.12
H 6.222 -2.020 -3.153 0.11
H 5.229 -0.505 -4.834 0.11
H 3.209 0.819 -4.276 0.11
H 2.205 0.623 -2.029 0.08
C -3.447 2.374 3.799 -0.21
Si -4.091 1.580 2.234 0.33
C -4.281 -0.242 2.508 -0.20
C -5.775 2.351 2.025 -0.21
Ge -2.873 1.915 0.163 0.76
Si -4.643 1.395 -1.468 0.39
C -3.912 1.820 -3.145 -0.20
C -5.316 -0.347 -1.406 -0.19
C -6.179 2.473 -1.329 -0.21
Si -2.364 4.276 -0.355 0.33
C -1.235 4.429 -1.805 -0.20
C -4.005 5.029 -0.783 -0.20
C -1.755 5.234 1.112 -0.22
H -4.310 2.437 4.468 0.04
H -3.073 3.392 3.665 0.02
H -2.688 1.785 4.309 0.01
H -4.774 -0.403 3.471 0.05
H -3.326 -0.768 2.508 0.02
H -4.894 -0.700 1.728 0.03
H -6.277 2.309 2.996 0.04
H -6.393 1.817 1.309 0.02
H -5.728 3.398 1.722 0.03
H -4.292 1.149 -3.922 0.04
H -4.209 2.835 -3.419 0.04
H -2.824 1.783 -3.165 0.00
H -4.693 -1.100 -0.938 0.00
H -5.536 -0.671 -2.427 0.04
H -6.260 -0.326 -0.857 0.04
H -6.090 3.360 -0.718 0.00
H -7.017 1.892 -0.942 0.03
H -6.441 2.792 -2.342 0.05
H -1.590 3.848 -2.658 0.03
H -0.218 4.115 -1.575 0.02
H -1.213 5.482 -2.105 0.05
H -4.448 4.606 -1.681 0.02
H -3.817 6.093 -0.969 0.05
H -4.721 4.956 0.036 0.03
H -0.701 5.079 1.322 -0.01
H -2.333 5.016 2.014 0.03
H -1.909 6.291 0.872 0.05
O -3.036 -2.384 0.085 0.15
C -2.321 -1.519 -0.317 -0.54
O -1.709 -0.586 0.462 -0.27
C -2.028 -1.208 -1.779 -0.11
C -0.930 -0.395 -1.934 -0.14
C -0.663 0.306 -3.088 -0.15
C -1.327 -0.028 -4.262 0.09
C -2.313 -0.982 -4.118 -0.10
C -2.741 -1.542 -2.916 0.07
N -3.070 -1.358 -5.362 -0.34
O -2.595 -1.004 -6.417 0.10
O -4.092 -1.985 -5.212 0.10
N 0.194 1.394 -2.878 -0.28
O 0.767 2.060 -3.741 0.07
O 0.340 1.704 -1.540 -0.28
H -0.039 -0.656 -1.310 0.11
H -1.137 0.452 -5.210 0.14
H -3.600 -2.197 -2.893 0.14

=====

(3)
84
Properties=species:S:1:pos:R:3:lowdin_charge:R:1 method="wB97M-V/def2-TZVPD" gap_ev=8.31 e_above_lowest_kj_mol=0.0
C 2.475 7.939 1.107 -0.06
O 1.696 7.073 1.999 -0.10
C 1.552 5.771 1.652 -0.29
C 1.043 4.905 2.655 0.00
C 0.853 3.566 2.360 -0.04
C 1.202 3.044 1.093 -0.17
C 0.780 1.621 0.859 -0.20
C 1.486 1.074 -0.439 -0.17
C 2.412 0.054 -0.275 -0.03
C 2.972 -0.591 -1.386 0.02
C 2.512 -0.249 -2.675 -0.26
O 2.822 -1.070 -3.788 -0.01
C 4.077 -0.846 -4.359 -0.24
C 4.690 -1.947 -4.992 -0.01
C 5.988 -1.801 -5.494 -0.09
C 6.637 -0.560 -5.443 -0.11
C 5.985 0.537 -4.891 -0.09
C 4.705 0.423 -4.329 -0.01
C 1.598 0.794 -2.873 0.01
C 1.169 1.512 -1.749 -0.06
C -0.720 1.177 1.046 -0.28
C -1.720 1.657 2.238 -0.04
C -1.457 1.226 -0.346 -0.06
C 1.831 3.887 0.159 -0.02
C 1.920 5.263 0.387 -0.02
H 2.625 8.885 1.649 0.09
H 3.465 7.509 0.846 0.10
H 1.879 8.130 0.191 0.09
H 0.858 5.312 3.643 0.12
H 0.450 2.907 3.146 0.12
H 1.051 1.064 1.766 0.13
H 2.778 -0.266 0.698 0.11
H 3.727 -1.349 -1.309 0.12
H 4.146 -2.891 -5.035 0.12
H 6.481 -2.669 -5.942 0.10
H 7.639 -0.450 -5.839 0.10
H 6.448 1.526 -4.885 0.10
H 4.183 1.262 -3.882 0.11
H 1.225 1.079 -3.863 0.13
H 0.548 2.408 -1.916 0.12
H -0.600 -0.064 1.255 0.14
H -1.454 1.064 3.137 0.07
H -1.616 2.746 2.496 0.07
H -2.805 1.504 1.965 0.08
H -0.901 0.482 -0.912 0.07
H -2.534 1.010 -0.320 0.07
H -1.292 2.206 -0.840 0.08
H 2.270 3.511 -0.776 0.11
H 2.330 5.883 -0.402 0.10
C 0.917 -2.338 1.882 -0.01
C -0.416 -2.936 1.442 -0.44
C -0.175 -4.227 0.695 0.00
O -1.074 -2.052 0.522 0.11
B -2.161 -1.542 1.207 -0.68
C -3.548 -1.406 0.544 -0.08
C -4.684 -1.209 1.357 0.00
C -5.971 -1.560 0.938 0.01
C -6.132 -2.085 -0.340 -0.13
C -7.482 -2.569 -0.777 -0.54
F -7.891 -1.972 -1.932 0.12
F -7.473 -3.915 -1.016 0.12
F -8.458 -2.348 0.142 0.12
C -5.053 -2.236 -1.202 0.00
C -3.789 -1.878 -0.755 0.00
O -2.076 -1.664 2.600 0.11
C -1.471 -2.970 2.680 -0.45
C -2.586 -3.993 2.416 0.00
C -0.899 -3.164 4.059 -0.01
H 1.534 -2.976 2.538 0.10
H 1.542 -2.149 0.999 0.07
H 0.797 -1.401 2.454 0.09
H 0.298 -4.971 1.346 0.10
H -1.109 -4.615 0.284 0.09
H 0.495 -4.054 -0.153 0.10
H -4.582 -0.715 2.327 0.12
H -6.832 -1.436 1.589 0.12
H -5.219 -2.629 -2.187 0.12
H -2.978 -1.911 -1.463 0.12
H -2.231 -5.025 2.545 0.10
H -3.389 -3.791 3.134 0.10
H -3.017 -3.880 1.404 0.10
H -0.409 -4.129 4.222 0.10
H -0.176 -2.398 4.325 0.08
H -1.709 -3.110 4.786 0.09

=====

For reference, F_max by record: 1.529, 2.663, 3.764 eV/Å.